[1]
The following is a quantum chemistry calculation of C23H37Cl10F5N3O3S3 as an isolated structure at a distorted geometry, from the Open Molecules 2025 dataset.

Its total charge is +1. The calculation puts the energy above the lowest of the compared OMol25 structures with the same formula, charge and spin at 383.7 kJ/mol.

Atoms and positions in Å:
O -0.48 -0.29 1.01
S 0.72 -0.86 1.72
O 0.22 -1.36 3.08
C 1.90 0.51 2.08
N 2.09 0.90 3.49
C 3.01 2.01 3.46
N 3.43 2.33 2.11
C 2.75 1.42 1.18
C 2.86 1.36 -0.41
C 2.67 2.85 -1.02
C 1.14 2.92 -1.60
S 0.40 4.50 -0.88
C -0.84 3.83 0.37
S -0.30 3.32 1.89
N -2.24 3.80 -0.09
C -3.18 4.45 0.87
C -4.05 3.45 1.76
O -4.57 2.30 1.06
C -3.36 1.56 0.65
C -2.68 2.44 -0.51
C 1.47 -2.36 0.89
F 0.58 -3.45 1.10
F 2.72 -2.77 1.47
C 1.74 -2.22 -0.68
F 3.09 -1.81 -0.93
F 0.79 -1.46 -1.38
F 1.66 -3.54 -1.22
H 1.65 0.48 4.33
H 3.39 2.61 4.35
H 4.07 3.10 1.83
H 2.19 0.58 -0.89
H 3.97 1.07 -0.65
H 3.44 3.12 -1.82
H 2.76 3.60 -0.16
H 1.12 2.91 -2.74
H 0.57 1.98 -1.24
H -2.58 5.12 1.60
H -3.86 5.16 0.29
H -3.54 3.08 2.72
H -4.97 4.05 2.12
H -2.72 1.43 1.59
H -3.73 0.55 0.24
H -3.39 2.58 -1.41
H -1.78 1.85 -0.93
Cl -1.19 9.00 -2.69
C -2.38 8.59 -1.43
C -1.72 8.30 -0.10
Cl -0.78 6.78 -0.13
H -2.97 7.74 -1.78
H -3.05 9.45 -1.33
H -2.48 8.17 0.68
H -1.06 9.10 0.21
Cl -2.08 -7.43 0.33
C -1.91 -5.79 -0.34
C -3.04 -4.88 0.10
Cl -4.60 -5.34 -0.61
H -1.87 -5.88 -1.43
H -0.96 -5.40 0.01
H -2.83 -3.85 -0.23
H -3.15 -4.87 1.19
Cl -4.43 -1.31 3.60
C -2.95 -2.28 3.85
C -3.07 -3.20 5.05
Cl -3.11 -2.30 6.58
H -2.11 -1.59 3.95
H -2.81 -2.87 2.94
H -2.20 -3.86 5.09
H -3.97 -3.81 4.99
Cl -0.44 -5.20 -2.87
C -0.04 -6.94 -3.00
C 1.07 -7.19 -4.00
Cl 0.54 -6.87 -5.67
H -0.95 -7.47 -3.26
H 0.28 -7.26 -2.00
H 1.37 -8.24 -3.96
H 1.94 -6.57 -3.80
Cl 5.18 0.03 -2.86
C 5.59 -1.70 -3.01
C 6.70 -1.94 -4.01
Cl 6.18 -1.61 -5.68
H 4.68 -2.24 -3.28
H 5.91 -2.04 -2.02
H 7.01 -2.99 -3.98
H 7.57 -1.32 -3.80

---

[2]
The following is a quantum chemistry calculation of C23H37F6I2N7O2PSSbY as an isolated structure at a distorted geometry, from the Open Molecules 2025 dataset.

Its multiplicity is 2. Its total charge is +2. The calculation puts the energy above the lowest of the compared OMol25 structures with the same formula, charge and spin at 48.0 kJ/mol.

Atoms and positions in Å:
Y -0.72 0.45 -0.14
I -8.27 1.24 2.14
C -6.27 1.19 1.76
C -5.38 1.81 2.65
C -4.04 1.78 2.39
I -2.71 2.62 3.73
C -3.54 1.14 1.18
O -2.32 1.16 0.90
C -4.48 0.47 0.30
C -3.99 -0.21 -0.95
N -2.78 -1.03 -0.74
C -3.00 -2.16 0.18
C -1.85 -2.41 1.12
C -1.73 -3.64 1.75
C -0.72 -3.84 2.67
C 0.15 -2.79 2.95
C -0.03 -1.60 2.28
N -1.00 -1.40 1.36
C -5.80 0.51 0.60
H -5.76 2.30 3.54
H -3.75 0.55 -1.70
H -4.81 -0.81 -1.35
H -2.53 -1.39 -1.66
H -3.23 -3.08 -0.37
H -3.88 -1.94 0.79
H -2.44 -4.42 1.53
H -0.61 -4.79 3.17
H 0.94 -2.89 3.68
H 0.61 -0.75 2.49
H -6.52 0.03 -0.06
C 3.62 -0.57 1.03
N 2.93 -1.78 0.57
C 3.33 -3.00 1.28
P 2.09 -1.76 -0.83
O 0.90 -0.80 -0.78
N 3.09 -1.33 -2.03
C 2.50 -1.15 -3.36
C 4.54 -1.31 -1.98
N 1.51 -3.28 -1.07
C 0.14 -3.55 -1.50
C 2.47 -4.30 -1.51
H 3.31 -0.33 2.05
H 3.37 0.28 0.40
H 4.70 -0.71 1.03
H 3.32 -2.80 2.35
H 4.35 -3.31 1.01
H 2.64 -3.81 1.08
H 1.42 -1.25 -3.33
H 2.90 -1.90 -4.05
H 2.73 -0.16 -3.76
H 4.91 -1.64 -1.02
H 4.92 -0.30 -2.17
H 4.95 -1.97 -2.75
H -0.50 -2.71 -1.27
H -0.24 -4.44 -0.99
H 0.11 -3.74 -2.58
H 3.49 -3.99 -1.31
H 2.37 -4.49 -2.58
H 2.29 -5.24 -0.98
S 0.92 1.68 1.59
C 1.08 3.35 1.13
N 1.92 3.71 0.18
C 2.17 5.11 -0.20
C 0.92 5.92 0.08
C 0.50 5.72 1.52
N 0.39 4.28 1.78
H 2.41 2.97 -0.29
H 2.43 5.14 -1.25
H 3.02 5.49 0.38
H 0.12 5.58 -0.59
H 1.10 6.98 -0.12
H -0.48 6.17 1.71
H 1.22 6.16 2.21
H -0.23 3.94 2.50
F -1.25 0.65 -2.39
Sb -0.76 2.56 -2.67
F -2.55 2.81 -2.99
F 0.78 1.86 -1.78
F -0.03 4.24 -2.77
F -0.23 2.09 -4.36
F -1.19 2.84 -0.80

---

[3]
The following is a quantum chemistry calculation of a 6-piece molecular cluster, C23H37INO18 overall at a distorted geometry, from the Open Molecules 2025 dataset.

Its total charge is +1.

Atoms and positions in Å:
O 1.79 -1.96 0.09
C 1.01 -1.08 -0.05
I 0.23 -0.15 1.78
C 0.46 -0.56 -1.45
C -0.82 0.32 -1.13
C -2.10 -0.38 -0.94
C -3.27 0.44 -0.59
C -4.63 -0.29 -0.34
O -5.44 0.31 0.33
O -4.92 -1.56 -0.78
C -3.11 1.91 -0.50
C -1.78 2.50 -0.71
N -0.69 1.68 -1.00
H 0.15 -1.38 -2.14
H 1.20 0.10 -1.99
H -2.13 -1.49 -1.06
H -4.31 -1.79 -1.52
H -3.97 2.58 -0.26
H -1.59 3.59 -0.66
H 0.25 2.08 -1.12
C -0.48 3.21 3.11
O -0.31 4.20 2.09
C 0.45 5.24 2.45
O 0.98 5.39 3.52
O 0.53 6.08 1.42
C 1.32 7.25 1.66
H -1.12 2.42 2.70
H 0.48 2.78 3.38
H -0.98 3.64 3.98
H 2.35 6.98 1.88
H 0.89 7.84 2.48
H 1.30 7.85 0.76
C 5.09 -2.24 -0.20
O 5.24 -1.21 -1.18
C 6.00 -0.18 -0.79
O 6.54 -0.07 0.28
O 6.07 0.70 -1.80
C 6.85 1.86 -1.52
H 4.46 -3.02 -0.63
H 6.05 -2.68 0.06
H 4.60 -1.84 0.69
H 7.89 1.58 -1.32
H 6.43 2.41 -0.68
H 6.83 2.49 -2.40
C 1.56 -6.58 0.79
O 2.41 -7.66 0.40
C 3.66 -7.29 0.11
O 4.10 -6.17 0.16
O 4.34 -8.39 -0.24
C 5.71 -8.15 -0.58
H 0.57 -6.99 1.00
H 1.94 -6.11 1.70
H 1.47 -5.85 -0.01
H 6.25 -7.74 0.27
H 5.78 -7.48 -1.44
H 6.15 -9.11 -0.85
C -6.30 -1.95 2.34
O -6.43 -2.63 3.59
C -5.75 -2.07 4.59
O -5.06 -1.08 4.52
O -5.95 -2.80 5.69
C -5.28 -2.32 6.85
H -6.90 -2.49 1.61
H -6.69 -0.94 2.42
H -5.26 -1.95 2.01
H -5.62 -1.31 7.11
H -4.20 -2.33 6.70
H -5.52 -2.98 7.68
C -1.30 5.84 -6.44
O -2.12 4.73 -6.07
C -1.57 3.90 -5.20
O -0.47 4.01 -4.71
O -2.44 2.92 -4.94
C -1.96 1.95 -4.01
H -1.86 6.44 -7.16
H -1.07 6.46 -5.57
H -0.38 5.50 -6.92
H -1.76 2.42 -3.05
H -1.07 1.46 -4.40
H -2.74 1.20 -3.88

---

[4]
The following is a quantum chemistry calculation of C23H37MoO2 as an isolated structure at a distorted geometry, from the Open Molecules 2025 dataset.

Its multiplicity is 3. Its total charge is +1. The calculation puts the energy above the lowest of the compared OMol25 structures with the same formula, charge and spin at 0.0 kJ/mol.

Atoms and positions in Å:
O -0.10 -0.33 -2.96
C 1.00 -0.43 -3.89
C 0.34 0.54 -4.87
H 1.07 -1.45 -4.29
H 1.94 -0.06 -3.45
C -0.74 0.68 -3.78
H -0.04 0.01 -5.74
H 0.95 1.42 -5.10
C -2.15 0.22 -4.11
H -2.17 -0.82 -4.45
H -2.57 0.86 -4.90
H -2.78 0.31 -3.22
C -0.72 2.06 -3.19
H 0.30 2.39 -3.04
H -1.25 2.07 -2.23
H -1.22 2.75 -3.87
Mo 0.02 -0.26 0.47
C 0.92 1.44 1.66
C 2.09 0.61 1.58
C 2.55 0.61 0.22
H 2.57 0.13 2.43
C 1.65 1.41 -0.56
C 0.64 1.94 0.32
H -0.13 2.66 0.05
H 0.41 1.73 2.58
H 3.47 0.17 -0.14
H 1.78 1.68 -1.60
C -1.64 -0.46 2.01
C -1.94 0.74 1.28
C -2.09 0.40 -0.11
H -2.07 1.72 1.72
C -1.94 -1.03 -0.24
C -1.67 -1.56 1.08
H -1.57 -2.61 1.34
H -1.53 -0.55 3.08
H -2.39 1.08 -0.89
H -2.05 -1.60 -1.15
O 0.67 -1.26 -6.96
C 0.12 -0.36 -7.97
C 0.45 -0.90 -9.37
H 0.54 0.65 -7.84
H -0.97 -0.30 -7.80
C 1.51 -2.00 -9.12
H 0.79 -0.10 -10.04
H -0.46 -1.34 -9.80
C 1.36 -2.34 -7.62
H 2.51 -1.59 -9.30
H 1.39 -2.88 -9.76
H 2.33 -2.49 -7.12
H 0.77 -3.27 -7.50
C 0.95 -4.36 0.88
C 1.43 -2.91 0.99
C 2.94 -2.84 1.22
C 1.00 -2.11 -0.24
H 1.40 -4.84 0.00
H -0.14 -4.42 0.78
H 1.24 -4.94 1.77
H 0.94 -2.47 1.88
H 3.48 -3.20 0.34
H 3.28 -1.82 1.44
H 3.22 -3.47 2.08
H 1.84 -1.86 -0.89
H 0.21 -2.61 -0.82

---

[5]
The following is a quantum chemistry calculation of C23H37N5O2SY as an isolated structure, from the Open Molecules 2025 dataset.

Its total charge is +1. The calculation puts the energy above the lowest of the compared OMol25 structures with the same formula, charge and spin at 0.0 kJ/mol.

Atoms and positions in Å:
Y -0.84 0.59 -0.72
C -3.05 0.24 0.67
C -2.29 -0.92 0.89
C -2.26 -1.65 -0.32
C -3.00 -0.94 -1.28
C -3.48 0.24 -0.68
H -3.29 0.99 1.41
H -1.84 -1.22 1.82
H -1.76 -2.60 -0.46
H -3.20 -1.27 -2.29
H -4.13 0.97 -1.15
N 1.14 1.95 -1.50
C 0.98 3.38 -1.19
C -0.43 3.83 -1.54
N -1.41 3.03 -0.77
H 1.96 1.57 -1.05
H 1.26 1.82 -2.50
H 1.70 4.02 -1.71
H 1.14 3.51 -0.12
H -0.62 3.65 -2.60
H -0.53 4.90 -1.36
H -2.35 3.31 -1.02
H -1.30 3.25 0.22
C 3.65 -1.83 3.70
C 3.88 -0.75 2.65
N 3.25 -1.06 1.35
C 4.08 -1.75 0.36
C 3.96 -3.27 0.42
C 1.97 -0.79 1.16
S 1.22 -1.26 -0.34
N 1.30 -0.29 2.22
C 0.39 0.64 2.16
O 0.14 1.37 1.13
C -0.42 0.88 3.39
C -0.34 0.00 4.46
C -1.12 0.20 5.59
C -1.98 1.30 5.65
C -2.05 2.18 4.59
C -1.28 1.97 3.46
H 4.08 -1.51 4.65
H 4.13 -2.77 3.42
H 2.59 -2.00 3.84
H 4.94 -0.61 2.46
H 3.48 0.20 3.00
H 5.11 -1.45 0.54
H 3.79 -1.39 -0.63
H 4.31 -3.67 1.36
H 4.56 -3.71 -0.38
H 2.92 -3.58 0.27
H 0.33 -0.84 4.41
H -1.07 -0.49 6.42
H -2.59 1.46 6.53
H -2.71 3.04 4.64
H -1.32 2.66 2.62
C -1.83 -2.00 -5.50
N -1.13 -1.34 -4.40
C -0.09 -2.14 -3.77
C -1.42 -0.12 -3.97
C -2.52 0.66 -4.63
O -0.78 0.42 -3.03
H -1.09 -2.50 -6.12
H -2.36 -1.28 -6.12
H -2.53 -2.74 -5.11
H -0.53 -3.09 -3.43
H 0.34 -1.62 -2.92
H 0.70 -2.36 -4.48
H -3.44 0.08 -4.69
H -2.23 0.95 -5.64
H -2.70 1.56 -4.05

---

[6]
The following is a quantum chemistry calculation of C23H38Br6O12 as an isolated structure at a distorted geometry, from the Open Molecules 2025 dataset.

The calculation puts the energy above the lowest of the compared OMol25 structures with the same formula, charge and spin at 76.3 kJ/mol.

Atoms and positions in Å:
C -0.34 -4.16 -4.23
C -1.69 -3.48 -4.44
C -1.66 -2.25 -5.37
O -2.69 -2.45 -6.30
C -3.22 -3.69 -6.19
O -4.08 -4.06 -6.99
O -2.62 -4.33 -5.24
H 0.10 -4.54 -5.15
H -0.58 -5.00 -3.58
H 0.43 -3.56 -3.75
H -2.13 -3.16 -3.49
H -0.73 -2.21 -5.94
H -1.78 -1.33 -4.81
C 3.91 -0.93 2.28
C 4.87 -2.08 2.56
C 5.64 -2.63 1.40
O 6.83 -1.87 1.39
C 6.92 -1.13 2.38
O 7.85 -0.35 2.61
O 6.01 -1.53 3.26
H 3.16 -1.34 1.62
H 4.40 -0.07 1.82
H 3.36 -0.60 3.16
H 4.26 -2.79 3.10
H 5.17 -2.49 0.43
H 5.99 -3.65 1.53
C 1.79 4.24 5.18
C 0.58 3.28 5.06
C -0.75 3.81 4.62
O -1.12 2.83 3.63
C -0.14 2.01 3.39
O -0.21 1.05 2.62
O 0.85 2.26 4.12
H 1.54 5.12 5.77
H 2.13 4.74 4.28
H 2.57 3.81 5.81
H 0.35 2.81 6.01
H -0.47 4.83 4.34
H -1.35 3.82 5.53
C 4.52 3.32 -3.90
C 3.88 2.11 -3.28
O 4.28 0.94 -3.39
C 2.86 2.37 -2.21
H 4.77 3.07 -4.94
H 5.51 3.28 -3.46
H 3.94 4.24 -3.79
H 3.03 3.43 -2.01
H 3.11 1.70 -1.39
H 1.83 2.19 -2.52
C -4.40 -1.96 -1.80
C -5.09 -1.94 -0.41
O -4.95 -2.85 0.41
C -5.91 -0.74 -0.13
H -4.11 -0.99 -2.20
H -5.15 -2.35 -2.49
H -3.49 -2.58 -1.78
H -5.40 0.08 0.37
H -6.75 -1.09 0.48
H -6.18 -0.41 -1.13
C -1.37 -0.46 0.07
C -0.53 -0.69 -1.10
O -1.01 -1.30 -2.09
C 0.90 -0.08 -1.12
H -1.21 0.59 0.36
H -1.04 -0.99 0.97
H -2.42 -0.68 -0.06
H 1.23 0.15 -0.11
H 0.83 0.91 -1.57
H 1.55 -0.70 -1.73
C -3.19 4.19 1.22
Br -3.42 2.22 1.19
Br -4.89 5.19 0.68
Br -1.87 4.66 -0.20
H -2.90 4.56 2.20
C -4.15 -1.71 3.55
Br -4.46 0.21 3.91
Br -4.37 -2.70 5.28
Br -2.39 -1.96 2.89
H -4.76 -2.18 2.78

---

no.,M (g mol⁻¹),E (Eh)
1,949.29,-7583.85884
2,1085.10,-3645.05179
3,742.44,-2605.11845
4,441.49,-1116.91765
5,536.56,-1759.43439
6,985.97,-17246.04595